Here is a cluster of 8 separate species, C48H66F12N11O13S4 in total from OMol25. Energies are from wB97M-V/def2-TZVPD.

For the orbital gap, the calculation gives 1.779 eV. The charge is +5. The LUMO energy is -0.405 Ha. The value obtained for the HOMO energy is -0.4706 Ha. As for the total energy: -6237.88554 Eh. For the largest force on an atom, the calculation gives 8.813 eV/Å.

Atoms and positions in Å:
N  2.80796  -0.46606  -0.57052
O  2.41225  -1.04023  -1.49640
O  1.97262  -0.34799  0.32654
O  3.97786  -0.11386  -0.56665
C  -3.11358  4.40073  2.99108
C  -4.13252  3.83226  1.97306
C  -5.32178  4.76808  1.86152
O  -6.06013  4.72130  3.11504
C  -7.19339  5.52187  3.21201
N  -3.50611  3.70597  0.57644
H  -3.29094  4.60739  0.17488
H  -2.57985  3.32723  0.71322
H  -3.99098  3.15254  -0.11545
H  -2.16065  3.87765  3.07118
H  -3.48459  4.60330  3.99578
H  -2.86915  5.44950  2.82251
H  -4.40012  2.84464  2.34868
H  -5.93907  4.46622  1.01539
H  -5.03069  5.78490  1.59799
H  -7.00163  6.59227  3.13740
H  -7.70130  5.20698  4.12359
H  -7.85755  5.16978  2.42269
C  7.38005  2.56159  4.06678
C  6.90904  1.38353  4.94886
C  5.46989  1.48450  5.46600
O  4.95117  0.28123  5.99107
C  5.33391  0.00103  7.30971
N  7.10596  0.17670  4.16238
H  6.46059  -0.00158  3.40620
H  8.10340  0.09236  4.02788
H  7.10358  -0.66233  4.72462
H  6.74404  2.84116  3.22687
H  8.29153  2.44854  3.47981
H  7.30968  3.47476  4.65776
H  7.51055  1.21795  5.84265
H  4.85650  1.75240  4.60572
H  5.38324  2.37624  6.08679
H  5.09170  0.75860  8.05504
H  6.40726  -0.03583  7.49590
H  4.92704  -0.96713  7.60168
C  -3.77154  4.58628  -9.97872
N  -2.49921  4.11537  -9.45940
C  -2.39432  3.27663  -8.37924
C  -1.10432  3.01666  -7.72457
C  0.06488  3.51804  -8.32627
C  -0.13482  4.37968  -9.40992
C  -1.39734  4.73395  -9.92903
C  1.38467  3.29185  -7.74731
C  1.67717  2.03179  -7.26765
C  2.99829  1.82846  -6.75491
N  3.80603  2.92232  -6.51746
C  3.44458  4.21248  -6.88978
C  2.19592  4.36423  -7.51840
C  5.02870  2.69859  -5.86009
H  -3.78228  4.92316  -11.01531
H  -4.02502  5.35767  -9.25153
H  -4.42395  3.71484  -9.92336
H  -3.31932  2.86637  -8.00179
H  -1.04533  2.43335  -6.81755
H  0.73094  4.87890  -9.81933
H  -1.55000  5.50291  -10.67185
H  0.96226  1.23526  -7.41204
H  3.39455  0.89988  -6.37136
H  4.08302  5.04110  -6.62112
H  1.77730  5.33562  -7.73647
H  4.71364  2.07935  -5.02022
H  5.45395  3.62023  -5.46279
H  5.67508  2.17174  -6.56202
C  -7.12749  -6.50077  -5.20814
N  -5.71397  -6.76860  -5.17007
C  -4.89199  -5.77808  -5.55523
C  -3.51546  -6.04428  -5.56175
C  -2.99456  -7.21034  -5.03975
C  -3.91252  -8.17523  -4.55457
C  -5.27178  -7.91702  -4.61014
C  -1.48791  -7.36555  -5.02599
C  -0.64170  -6.45182  -4.39316
C  0.70174  -6.75716  -4.21064
N  1.22379  -7.90393  -4.83621
C  0.43872  -8.71992  -5.52932
C  -0.96408  -8.50288  -5.58961
C  2.67573  -8.20408  -4.69027
H  -7.26753  -5.63082  -4.56652
H  -7.66329  -7.33631  -4.75773
H  -7.35798  -6.29252  -6.25295
H  -5.23924  -4.83187  -5.94316
H  -2.87328  -5.27832  -5.97079
H  -3.63178  -9.09728  -4.06733
H  -6.00180  -8.60791  -4.21499
H  -0.97216  -5.53136  -3.93495
H  1.36672  -6.03603  -3.75880
H  0.94069  -9.57132  -5.96469
H  -1.63117  -9.13992  -6.15138
H  2.73671  -8.54621  -3.65716
H  3.23784  -7.28220  -4.83951
H  3.05062  -8.99519  -5.33965
C  -5.73209  1.88515  10.97885
N  -5.34999  0.97117  9.89859
C  -5.52904  1.34554  8.61029
C  -5.05616  0.52868  7.58610
C  -4.56950  -0.75025  7.89280
C  -4.51109  -1.08521  9.21814
C  -4.83780  -0.22219  10.25008
C  -3.86544  -1.50152  6.78018
C  -2.51782  -1.64082  6.66687
C  -1.96262  -2.39572  5.65159
N  -2.75850  -2.99530  4.72514
C  -4.10720  -2.69300  4.69326
C  -4.60725  -1.91583  5.72117
C  -2.13828  -3.79857  3.65951
H  -5.20056  2.82610  10.83673
H  -5.54249  1.46301  11.96574
H  -6.82053  1.92891  11.01741
H  -6.09631  2.24553  8.42424
H  -5.20240  0.80040  6.55112
H  -4.16990  -2.09551  9.38926
H  -4.68712  -0.52255  11.27647
H  -1.88344  -1.20137  7.42241
H  -0.91930  -2.64450  5.52515
H  -4.63044  -3.14038  3.86111
H  -5.67655  -1.76631  5.74639
H  -1.66558  -3.00113  3.08613
H  -2.87168  -4.35618  3.07703
H  -1.48467  -4.52203  4.14685
C  7.45274  -5.79914  2.76059
F  6.81980  -4.64692  2.45203
F  6.79231  -6.80391  2.17138
F  8.69869  -5.70318  2.35507
S  7.55268  -6.03528  4.70802
O  6.18555  -5.77454  5.18656
O  7.96401  -7.39962  4.99946
N  8.69608  -4.77399  5.11911
S  9.93804  -5.53243  5.62788
O  9.91522  -5.91003  7.05461
O  10.59704  -6.47043  4.66908
C  11.14755  -3.92901  5.48861
F  10.97941  -3.19528  6.58642
F  12.46165  -4.36061  5.51161
F  10.95520  -3.24948  4.38276
C  1.06716  6.39102  -1.88559
F  2.40472  6.60545  -2.12243
F  0.57425  5.37545  -2.57836
F  0.80257  6.07748  -0.60368
S  0.17484  8.00673  -2.36600
O  0.19882  8.90210  -1.23814
O  0.87580  8.45218  -3.58111
N  -1.44609  7.38523  -2.60288
S  -1.97187  8.24151  -3.72807
O  -1.87618  9.68341  -3.56761
O  -1.60049  7.78808  -5.08910
C  -3.93665  7.82975  -3.61360
F  -4.15875  6.52797  -3.81673
F  -4.27854  8.22586  -2.38925
F  -4.62459  8.53723  -4.59026

Here is a cluster of 12 separate species, C48H66F30O26 in total from OMol25. Energies are from wB97M-V/def2-TZVPD.

For the orbital gap (spin up / spin down), the calculation gives 6.006 / 0.769 eV. The charge is +1. The LUMO energy (spin up / spin down) is -0.219 / -0.412 Ha. The value obtained for the HOMO energy (spin up / spin down) is -0.4401 / -0.4398 Ha. As for the spin multiplicity: 2. As for the total energy: -6820.44609 Eh. For the largest force on an atom, the calculation gives 6.085 eV/Å.

Atoms and positions in Å:
C  -2.26212  1.19152  -0.38016
C  -0.93378  1.94845  -0.24570
O  0.03561  1.11077  0.37573
C  0.82252  0.44580  -0.39963
O  0.71946  0.29001  -1.63116
O  1.75352  -0.09340  0.38674
C  2.70187  -1.03620  -0.08996
H  -3.03853  1.80854  -0.83246
H  -2.64336  0.75591  0.54341
H  -2.18083  0.31186  -1.01866
H  -1.11286  2.68113  0.54119
H  -0.77077  2.54587  -1.14270
H  3.55026  -1.05201  0.59420
H  3.07931  -0.64326  -1.03402
H  2.39009  -2.07652  -0.18277
C  -0.95413  -2.31963  -3.13022
C  -1.95387  -1.21825  -3.48813
O  -2.75644  -1.52507  -4.68539
C  -3.84660  -2.38381  -4.62792
O  -4.17707  -3.06799  -3.61585
O  -4.37435  -2.41094  -5.87041
C  -5.49716  -3.29333  -6.09820
H  -1.45621  -3.20040  -2.72987
H  -0.45039  -1.94395  -2.23959
H  -0.30011  -2.42830  -3.99540
H  -1.50511  -0.28282  -3.82234
H  -2.67258  -1.15232  -2.67130
H  -5.04564  -4.20818  -6.48196
H  -6.02523  -2.79124  -6.90884
H  -6.10936  -3.54939  -5.23349
C  -4.18111  -3.65226  4.99164
C  -2.67373  -3.68346  5.07237
O  -2.17330  -2.72385  4.10273
C  -0.82012  -2.52691  3.93612
O  0.04258  -2.88233  4.69414
C  -0.40622  -1.63637  2.71499
F  -0.05787  -2.29578  1.65579
F  -1.40670  -0.82407  2.40977
F  0.67634  -0.91958  3.04102
H  -4.55957  -3.92197  4.00569
H  -4.41834  -2.59398  5.10060
H  -4.66325  -4.28739  5.73478
H  -2.25006  -4.63382  4.74770
H  -2.32898  -3.41356  6.07057
C  2.79829  -5.53372  2.61710
C  3.58400  -4.25284  2.89060
O  3.33859  -4.06746  4.27950
C  3.50102  -2.84982  4.87679
O  3.82781  -1.84320  4.26966
C  3.28820  -2.93140  6.38689
F  1.99615  -2.71391  6.68693
F  3.73034  -4.06796  6.97043
F  3.92618  -1.96362  7.01702
H  3.08847  -6.43673  3.15421
H  2.98300  -5.81500  1.58034
H  1.71297  -5.43285  2.61997
H  3.29663  -3.39599  2.28123
H  4.63618  -4.33579  2.61834
C  6.45181  -0.46570  -1.23547
C  7.58988  0.47549  -1.82218
O  9.00605  0.19622  -1.44490
C  9.67317  -0.81257  -2.05980
O  9.22711  -1.53511  -2.90366
C  11.20512  -0.88489  -1.59528
F  11.51690  -2.07470  -1.09152
F  12.02194  -0.68813  -2.58955
F  11.45617  -0.00187  -0.64440
H  6.79096  -1.48281  -1.43188
H  5.50137  -0.25361  -1.72516
H  6.36988  -0.32205  -0.15809
H  7.38526  1.53105  -1.64330
H  7.43651  0.33948  -2.89273
C  -6.39400  1.10852  -1.65361
C  -5.62529  0.41368  -2.75674
O  -4.52874  1.25883  -3.11488
C  -4.50013  2.02767  -4.18427
O  -5.36447  2.03419  -5.07944
C  -3.21036  2.89182  -4.24631
F  -2.76170  2.81707  -5.51228
F  -3.36242  4.21634  -3.89728
F  -2.28011  2.41565  -3.42539
H  -6.91267  2.04742  -1.84735
H  -5.61310  1.35226  -0.93328
H  -7.07749  0.42475  -1.15021
H  -6.25598  0.26946  -3.63396
H  -5.20249  -0.57807  -2.59625
C  -2.86909  5.07454  -0.41733
C  -3.80588  6.09750  0.24186
O  -4.81328  5.33506  0.88415
C  -5.90708  4.91927  0.26687
O  -6.02311  4.95057  -0.94469
C  -6.95334  4.22047  1.16387
F  -8.12013  4.63973  0.81866
F  -6.92336  2.89983  0.94843
F  -6.77088  4.46625  2.47459
H  -2.08090  5.53967  -1.00937
H  -3.45156  4.42743  -1.07313
H  -2.36565  4.43741  0.30979
H  -4.16336  6.83629  -0.47543
H  -3.23432  6.64857  0.98868
C  -7.18694  -3.66120  0.36947
C  -6.68979  -2.31757  -0.25475
O  -5.93902  -1.61309  0.76417
C  -6.46583  -0.93103  1.73433
O  -7.69183  -0.78089  1.95273
C  -5.37204  -0.34676  2.63910
F  -4.32724  -1.16570  2.67752
F  -5.01317  0.80965  2.13882
F  -5.74142  -0.20239  3.91925
H  -6.36126  -4.37267  0.38324
H  -8.01086  -4.03226  -0.24010
H  -7.51601  -3.40773  1.37722
H  -7.47615  -1.63719  -0.58159
H  -5.99705  -2.59022  -1.05091
C  9.81990  -6.27440  -0.46794
C  8.47631  -6.42238  0.30823
O  7.49892  -5.63655  -0.36124
C  6.25041  -5.44919  0.09356
O  5.80215  -6.01738  1.08733
C  5.43470  -4.47720  -0.82110
F  4.35766  -5.26204  -1.22946
F  4.90372  -3.50259  -0.00928
F  6.00690  -3.94651  -1.85944
H  9.75108  -6.48629  -1.53492
H  10.58998  -6.99842  -0.20172
H  10.31435  -5.31432  -0.32009
H  8.58201  -5.97122  1.29483
H  8.16950  -7.46635  0.37221
C  0.66219  4.16600  6.72187
C  -0.80710  3.96318  6.96543
O  -1.70733  4.29161  5.87203
C  -1.87261  3.35494  4.85196
O  -1.30006  2.27767  4.79312
C  -2.81900  3.80115  3.71623
F  -2.34638  3.53202  2.48578
F  -3.95553  3.15661  3.74590
F  -3.12545  5.15569  3.77538
H  0.84874  5.20783  6.46133
H  0.99000  3.56676  5.87243
H  1.19491  3.87354  7.62673
H  -1.17298  4.53241  7.81996
H  -0.94750  2.90298  7.17604
C  4.00620  2.25240  0.96354
C  3.16750  3.40316  0.45005
O  2.59209  3.81888  1.64383
C  1.83718  4.97198  1.60824
O  1.66695  5.54860  0.52600
C  1.28438  5.53968  2.91543
F  1.79952  6.78951  3.09784
F  -0.05187  5.69286  2.93340
F  1.61061  4.77558  3.99073
H  3.57767  1.63583  1.75367
H  4.99096  2.59262  1.28387
H  4.05389  1.63737  0.06491
H  2.48014  2.91256  -0.23911
H  3.73427  4.15106  -0.10450
C  1.57170  2.20391  -4.70650
C  0.76765  1.51393  -5.78235
O  0.64717  2.36973  -6.88634
C  -0.27308  2.08504  -7.85137
O  -0.90246  0.97484  -7.85646
C  -0.31970  3.18447  -8.90170
F  0.03485  2.65590  -10.07465
F  -1.48838  3.64497  -9.02643
F  0.49091  4.27172  -8.52233
H  2.56256  2.45499  -5.08500
H  1.73027  1.57771  -3.82854
H  1.10598  3.10774  -4.31368
H  -0.22421  1.37390  -5.35260
H  1.20147  0.56038  -6.08345